[1]
{
  "formula": "C23H78N8O16",
  "method": "ωB97M-V with the def2-TZVPD basis set",
  "relative_energy_kcal_mol": 79.7,
  "lumo_energy_ev": -0.2,
  "max_force_ev_per_a": 11.60,
  "gap_ev": 7.2,
  "elements": ["C", "C", "O", "H", "H", "H", "H", "H", "H", "C", "C", "O", "H", "H", "H", "H", "H", "H", "C", "C", "O", "H", "H", "H", "H", "H", "H", "C", "C", "O", "H", "H", "H", "H", "H", "H", "C", "C", "O", "H", "H", "H", "H", "H", "H", "C", "C", "O", "H", "H", "H", "H", "H", "H", "C", "C", "O", "H", "H", "H", "H", "H", "H", "C", "O", "N", "N", "H", "H", "H", "H", "C", "O", "N", "N", "H", "H", "H", "H", "C", "O", "N", "N", "H", "H", "H", "H", "C", "O", "N", "N", "H", "H", "H", "H", "C", "O", "H", "H", "H", "H", "C", "O", "H", "H", "H", "H", "C", "O", "H", "H", "H", "H", "C", "O", "H", "H", "H", "H", "C", "O", "H", "H", "H", "H"],
  "xyz": [[-3.9234, -0.6917, 2.5965], [-2.7294, -1.6487, 2.2905], [-1.8844, -1.0917, 1.4055], [-4.4714, -0.4427, 1.6835], [-3.5994, 0.2513, 3.0095], [-4.6134, -1.1387, 3.2865], [-3.0334, -2.5927, 1.8155], [-2.3934, -1.9077, 3.2945], [-2.1324, -1.2307, 0.4855], [-2.4474, 2.0893, 0.9285], [-2.9454, 3.3783, 1.5725], [-1.8154, 4.2273, 1.7705], [-3.2944, 1.4553, 0.7535], [-1.8014, 1.4443, 1.5605], [-1.9854, 2.2453, -0.0025], [-3.3784, 3.1743, 2.5395], [-3.6074, 3.7793, 0.8665], [-1.6744, 4.7803, 1.0055], [-1.1744, 3.7543, -2.9205], [-0.6114, 5.1313, -2.6615], [-1.5744, 6.0853, -2.9755], [-0.4084, 2.9723, -2.8855], [-1.5434, 3.7453, -3.9685], [-1.9284, 3.4393, -2.1875], [0.2596, 5.2683, -3.3515], [-0.1184, 5.2463, -1.7465], [-1.6244, 6.1443, -3.9385], [-0.8664, 1.9913, 4.4645], [-0.0914, 2.2583, 5.7805], [0.9546, 3.1803, 5.5275], [-1.4174, 1.0963, 4.6845], [-0.2094, 1.9043, 3.5465], [-1.5834, 2.8233, 4.3255], [0.3776, 1.3533, 6.1735], [-0.6894, 2.7473, 6.5825], [1.6136, 2.9303, 6.1685], [0.4986, -1.0087, 3.2395], [0.9146, -1.5427, 4.5675], [1.9106, -2.5357, 4.4615], [0.2306, -1.7617, 2.5365], [1.3776, -0.4527, 2.9965], [-0.3404, -0.2867, 3.3155], [0.0186, -2.0287, 4.9995], [1.2326, -0.8137, 5.2905], [1.7766, -3.1537, 5.1915], [1.9636, -3.4557, 0.8925], [0.9566, -4.3677, 0.2215], [-0.2234, -3.6857, 0.0485], [1.5756, -3.1937, 1.9035], [2.0586, -2.5397, 0.3745], [2.9636, -3.9337, 0.8215], [0.8106, -5.2817, 0.7555], [1.4376, -4.4717, -0.7635], [-0.8924, -4.2637, 0.3395], [3.7146, 0.5233, 4.6325], [3.1466, 1.7213, 4.0165], [3.4746, 1.7773, 2.6405], [4.7286, 0.7293, 4.8885], [3.6796, -0.1907, 3.7935], [3.2546, 0.0413, 5.4845], [3.4706, 2.6053, 4.5355], [2.0266, 1.7033, 3.9465], [3.0676, 2.5183, 2.1685], [1.6446, 3.1503, 0.2255], [2.8066, 3.7243, 0.6825], [1.4606, 3.0093, -0.9975], [0.7176, 2.7433, 1.0155], [2.1326, 3.4903, -1.6695], [0.6946, 2.4263, -1.3945], [0.8326, 3.1453, 1.9995], [-0.2474, 2.6983, 0.7825], [0.1096, 0.0253, -0.5905], [-0.2434, 1.0323, -1.4265], [-0.1204, -1.2037, -0.9245], [0.6266, 0.1363, 0.6195], [-0.5654, -1.3407, -1.8395], [0.0796, -2.1277, -0.5445], [0.7196, 1.2313, 0.8545], [-0.0474, -0.2777, 1.3265], [3.6016, -0.1037, -0.0305], [4.0146, 1.1653, -0.4585], [4.2126, -1.1597, -0.4735], [3.2316, -0.3127, 1.1595], [4.6226, -0.8347, -1.4145], [3.5966, -2.0357, -0.7835], [3.3216, 0.5953, 1.7265], [2.1646, -0.3067, 1.0205], [-1.1334, -1.3877, -4.6545], [-1.4764, -1.4907, -3.3445], [-1.8744, -1.7847, -5.6045], [-0.0034, -0.9187, -5.0695], [-2.8344, -2.1137, -5.4025], [-1.5574, -1.7247, -6.5755], [0.7266, -0.5797, -4.3935], [0.4106, -0.9507, -5.9775], [1.9216, 1.6153, -4.1705], [1.4846, 0.5503, -3.3675], [2.2776, 1.2523, -5.1465], [2.7326, 2.1963, -3.6625], [1.1096, 2.2783, -4.2835], [0.9306, 0.8813, -2.6865], [-3.3234, 0.9693, -3.9025], [-2.8354, 0.6843, -2.6615], [-3.3664, 0.0123, -4.4275], [-2.6704, 1.6053, -4.4365], [-4.3084, 1.4593, -3.9495], [-2.1504, 0.0533, -2.7515], [-3.4374, -2.4687, -1.3385], [-4.3854, -2.6447, -0.3715], [-3.5284, -3.3087, -2.0175], [-2.3694, -2.5527, -0.9785], [-3.6364, -1.6037, -1.9175], [-4.2904, -3.6017, -0.2665], [2.3596, -2.5387, -2.5605], [3.3046, -3.2437, -1.8355], [2.6886, -2.3547, -3.5655], [2.1606, -1.5527, -2.0895], [1.3656, -3.0557, -2.5365], [3.4536, -4.0667, -2.2715], [-0.4664, -4.8997, -2.8695], [-1.1254, -5.3647, -4.0765], [-0.6554, -3.7777, -2.8355], [0.6076, -5.1407, -2.8025], [-1.0174, -5.3597, -2.0155], [-0.9174, -4.7407, -4.8295]],
  "forces_ev_per_a": [[0.15, -0.62, -1.10], [-3.64, -0.76, 0.85], [2.79, 1.56, -0.84], [0.01, -0.18, -0.01], [0.46, 0.22, 0.27], [-0.38, -0.32, 0.41], [-0.72, 0.02, 0.63], [1.37, 0.11, -0.24], [-0.28, -0.14, 0.18], [-0.65, -0.86, 1.86], [2.35, -1.36, -0.21], [-0.02, 0.25, 0.72], [-0.59, -0.43, -0.37], [-0.16, 0.71, -0.10], [0.61, 0.31, -1.36], [-0.36, 0.19, 0.20], [-1.38, 1.00, -0.56], [-0.09, 0.23, -0.31], [0.32, -0.69, -0.22], [1.11, -1.07, -2.93], [-0.58, 1.19, 0.27], [-0.12, 0.22, -0.01], [-0.22, -0.11, 0.72], [-0.11, 0.20, -0.44], [-0.37, -0.14, 0.15], [-0.15, 0.49, 1.96], [-0.06, 0.00, 0.36], [0.34, 1.16, 0.70], [0.04, 0.66, -0.44], [0.11, 0.28, -0.16], [-0.48, -0.59, -0.51], [-0.68, -0.05, 1.32], [0.39, -0.42, -0.23], [-0.38, -0.30, -0.03], [-0.34, -0.83, -0.56], [0.68, 0.40, 0.12], [0.37, 1.39, 1.29], [-2.15, -1.69, 1.20], [0.42, -0.48, -0.24], [0.08, -0.61, -0.40], [0.46, 0.40, -1.28], [0.46, -0.55, 0.21], [0.12, 0.15, 0.23], [0.09, 0.86, 0.04], [0.20, 0.18, -0.25], [-0.29, -1.17, 1.51], [3.09, 0.94, -0.95], [-0.98, 0.83, -0.21], [1.02, -0.39, -0.42], [-0.09, 0.95, -0.66], [-0.56, 0.35, 0.71], [0.07, -0.76, 0.15], [-0.47, -1.04, 0.01], [-1.66, -0.60, 0.37], [0.48, -1.69, -1.12], [-3.01, 1.15, -0.89], [1.37, 0.25, 0.55], [0.96, -0.16, 0.12], [0.40, -0.39, 0.60], [-0.51, 0.39, 0.21], [-0.04, 0.74, 0.11], [0.72, 0.01, 1.10], [0.28, 0.77, -0.32], [8.98, 4.96, 2.69], [-5.26, -2.29, -0.84], [0.22, 0.71, -7.76], [-2.14, 0.28, 6.75], [-1.04, -1.31, 1.70], [0.52, 0.39, 0.78], [-0.23, -0.84, -1.86], [-0.68, 0.41, -0.67], [-1.67, 2.34, -2.94], [1.36, -3.21, 2.74], [-1.42, -1.98, -3.30], [-1.20, 3.31, 2.96], [0.10, 0.38, 0.04], [0.24, 0.99, 1.06], [0.19, -2.79, -0.04], [1.17, 0.26, -1.30], [6.63, 9.01, -3.08], [-2.78, -5.78, 0.90], [0.78, -4.21, -7.81], [-5.78, 0.76, 6.47], [-0.38, -0.90, 1.49], [2.16, 2.24, 1.92], [0.03, -1.19, -0.80], [1.16, -0.63, 0.90], [0.25, -0.05, 6.73], [1.15, 0.19, -5.16], [-4.83, -2.42, -3.40], [4.63, 1.71, 1.41], [1.16, 0.31, -0.31], [-0.51, -0.02, 0.79], [-1.15, -0.03, 0.03], [-0.78, -0.30, -0.69], [1.42, 0.25, 0.64], [1.82, -1.30, -1.55], [-0.12, 0.08, 0.36], [-0.29, -0.60, -0.47], [-0.98, 1.01, -0.69], [-1.44, 0.41, 1.59], [-0.80, -0.95, -1.04], [-1.62, 1.83, 2.27], [-0.49, 0.15, -0.63], [0.95, 0.92, -0.91], [0.17, -0.33, 0.63], [1.31, -1.12, -0.15], [2.00, -0.84, -1.45], [-0.85, -1.02, 1.69], [0.26, -0.18, -0.74], [-0.87, 0.56, -0.18], [0.22, 1.10, -0.22], [-0.91, 0.29, 0.86], [-2.30, 0.87, 0.09], [0.39, -0.33, 0.43], [0.04, 0.08, -0.70], [0.45, -0.62, -0.29], [0.77, 0.34, -0.33], [0.38, -0.94, -0.28], [-1.47, 1.22, -0.34], [0.87, 0.78, -0.70], [0.54, -1.29, 0.37], [-0.43, -0.03, -0.24], [0.54, 0.24, -0.68], [-0.24, -1.03, 1.48]]
}

---

[2]
{
  "formula": "C24H10BCl4F6O2",
  "method": "ωB97M-V with the def2-TZVPD basis set",
  "relative_energy_kcal_mol": 46.0,
  "lumo_energy_ev": 0.9,
  "max_force_ev_per_a": 2.74,
  "total_charge": -1,
  "gap_ev": 5.2,
  "elements": ["Cl", "C", "C", "Cl", "C", "O", "C", "O", "C", "Cl", "C", "Cl", "F", "C", "C", "C", "C", "C", "F", "C", "B", "C", "C", "F", "C", "C", "C", "C", "F", "C", "C", "F", "C", "C", "C", "C", "F", "H", "H", "H", "H", "H", "H", "H", "H", "H", "H"],
  "xyz": [[-0.5490, 5.6655, -2.9937], [-1.3963, 4.2528, -2.4521], [-0.7269, 3.0185, -2.3399], [0.8951, 2.9109, -2.8854], [-1.3272, 1.8259, -1.8465], [-0.7084, 0.7355, -1.6884], [-2.8463, 1.8377, -1.9646], [-3.4819, 0.7627, -1.9687], [-3.5202, 3.1187, -1.9928], [-5.2350, 3.1059, -1.9939], [-2.8016, 4.2811, -2.2617], [-3.6038, 5.7658, -2.3701], [0.7176, 0.7293, 3.0329], [-0.4599, 0.0984, 2.7288], [-1.3381, -0.1949, 3.7649], [-2.5149, -0.8974, 3.4868], [-2.7873, -1.3548, 2.1998], [-1.8914, -1.0158, 1.1960], [-2.1522, -1.4930, -0.0657], [-0.6783, -0.3815, 1.4448], [0.3021, -0.4946, 0.2700], [1.7560, 0.0476, 0.5402], [2.1068, 1.3349, 0.1665], [1.1026, 2.2362, -0.1891], [3.4049, 1.8056, 0.3418], [4.3001, 1.0248, 1.0579], [3.9272, -0.2313, 1.5578], [2.6588, -0.6939, 1.2530], [2.2507, -1.8732, 1.8195], [0.4288, -1.9474, -0.3517], [0.9789, -1.9622, -1.6319], [1.3285, -0.7702, -2.2158], [1.3189, -3.1493, -2.2666], [1.1214, -4.3462, -1.6139], [0.5604, -4.3735, -0.3277], [0.2179, -3.1631, 0.2636], [-0.2242, -3.2169, 1.5580], [-0.3330, 0.3055, -0.5989], [-1.0458, 0.0506, 4.7822], [-3.2457, -1.0709, 4.2804], [-3.6201, -2.0385, 1.9665], [3.6198, 2.8185, -0.0244], [5.3043, 1.3990, 1.2565], [4.5468, -0.8249, 2.1830], [1.8150, -3.0740, -3.2481], [1.3885, -5.2894, -2.0925], [0.4364, -5.2744, 0.2334]],
  "forces_ev_per_a": [[-0.19, -0.18, 0.05], [0.92, -1.71, -0.14], [0.20, 1.53, 0.31], [0.32, 0.03, -0.15], [-2.28, 1.42, -0.58], [0.40, -1.18, -1.04], [-0.07, -2.49, 1.12], [0.83, 1.43, 0.04], [1.07, 1.29, -0.89], [-0.10, 0.02, 0.18], [-0.57, -1.51, 0.66], [-0.47, 0.79, -0.09], [-0.84, -0.33, -0.11], [-0.07, -0.54, 0.38], [0.11, 0.16, 0.01], [0.01, 0.06, 0.01], [-0.26, -0.09, -0.36], [-0.75, -0.82, 0.39], [0.09, 0.56, 1.25], [-0.88, 0.34, -0.46], [1.32, -0.98, 1.63], [-1.23, 1.05, -0.75], [0.23, 0.38, 0.75], [1.41, -1.27, 0.36], [-0.73, 0.86, -0.30], [0.28, -0.46, 0.08], [-0.55, 0.65, -0.64], [0.76, 0.01, 0.52], [0.34, 0.53, -0.40], [-0.05, 1.26, -1.06], [0.39, -0.60, 0.28], [-0.28, -1.20, 0.28], [0.60, 0.90, -1.01], [-0.47, -0.59, 0.58], [0.17, 0.86, -0.50], [0.38, -0.79, 0.04], [0.09, 0.03, -0.72], [-0.69, 1.10, -0.98], [-0.23, 0.19, -0.15], [0.40, -0.14, -0.16], [0.32, 0.71, 0.18], [0.16, -0.49, 0.32], [-0.25, -0.07, -0.06], [0.61, -0.30, 0.36], [-0.37, -0.24, 0.51], [0.00, 0.29, 0.10], [-0.08, -0.45, 0.13]]
}